Record 1
{
  "formula": "C41H45AsN4O3Si2W",
  "method": "wB97M-V/def2-TZVPD",
  "relative_energy_kcal_mol": 47.5,
  "homo_lumo_gap_ev": [5.57, 5.57],
  "spin_multiplicity": 1,
  "e_lumo_ha": [-0.037, -0.037],
  "e_homo_ha": [-0.2418, -0.2418],
  "e_tot_ha": -4915.9580,
  "symbols": ["W", "O", "C", "C", "C", "C", "C", "C", "C", "C", "C", "O", "C", "C", "C", "C", "C", "C", "C", "C", "C", "C", "C", "C", "N", "C", "C", "C", "C", "C", "C", "C", "C", "C", "C", "C", "C", "H", "H", "H", "H", "H", "H", "H", "H", "H", "H", "H", "H", "H", "H", "H", "H", "H", "H", "H", "H", "H", "H", "H", "H", "H", "H", "H", "N", "C", "N", "C", "N", "C", "Si", "C", "C", "As", "Si", "C", "C", "C", "H", "H", "H", "H", "H", "H", "H", "H", "H", "H", "H", "H", "H", "H", "H", "H", "H", "H", "O"],
  "positions_angstrom": [[-0.07317, -0.37472, -0.13882], [1.10616, -2.02394, -0.20444], [0.72305, -3.37199, -0.01584], [-0.48221, -3.63951, -0.87821], [-1.76510, -2.95089, -0.54362], [-2.90589, -3.72164, -0.73845], [-4.15445, -3.19113, -0.53929], [-4.23844, -1.87058, -0.15832], [-3.09134, -1.11138, 0.00420], [-3.31422, 0.29140, 0.44991], [-2.66842, 1.37971, -0.39183], [-1.28165, 1.33883, -0.13141], [-2.98914, 1.13566, -1.86911], [-4.25265, 1.46664, -2.35667], [-4.59712, 1.22318, -3.67613], [-3.68486, 0.62946, -4.53880], [-2.43127, 0.27905, -4.06677], [-2.09648, 0.53132, -2.74257], [-3.13134, 2.77180, 0.02983], [-2.71436, 3.85669, -0.73988], [-3.10830, 5.14475, -0.42931], [-3.92930, 5.37499, 0.66983], [-4.33446, 4.30884, 1.45224], [-3.93384, 3.01397, 1.13501], [-1.85057, -1.64298, -0.17859], [1.83825, -4.27052, -0.55660], [2.17222, -5.47445, 0.05286], [3.14958, -6.29563, -0.49345], [3.79734, -5.92646, -1.66225], [3.46187, -4.73177, -2.28284], [2.48614, -3.91616, -1.73449], [0.49162, -3.59969, 1.46872], [-0.53364, -4.39148, 1.96970], [-0.66681, -4.60420, 3.33794], [0.23416, -4.03248, 4.22015], [1.27094, -3.24753, 3.72739], [1.39850, -3.04044, 2.36563], [-0.68049, -4.71272, -0.87878], [-0.23668, -3.40616, -1.91991], [-2.79029, -4.74782, -1.05638], [-5.04534, -3.78725, -0.68744], [-5.19993, -1.40650, 0.00155], [-3.00270, 0.37870, 1.49565], [-4.39410, 0.45006, 0.44469], [-4.97387, 1.92681, -1.69101], [-5.58189, 1.49791, -4.03139], [-3.95025, 0.43626, -5.56967], [-1.70860, -0.19666, -4.71697], [-1.11041, 0.23029, -2.39477], [-2.05506, 3.67893, -1.58143], [-2.76333, 5.97035, -1.03851], [-4.23314, 6.38279, 0.92130], [-4.95352, 4.47690, 2.32408], [-4.24184, 2.20380, 1.78250], [1.67782, -5.77724, 0.96764], [3.40699, -7.22181, 0.00447], [4.56654, -6.56041, -2.08359], [3.96627, -4.42211, -3.18764], [2.23623, -2.97779, -2.21389], [-1.25025, -4.85202, 1.30029], [-1.48543, -5.20799, 3.70871], [0.12405, -4.18261, 5.28629], [1.97360, -2.77867, 4.40414], [2.19478, -2.41505, 1.98070], [5.53939, -2.06511, -1.69278], [5.01084, -1.17380, -1.18133], [4.48000, -0.10462, -0.58346], [3.21916, -0.11160, -0.39401], [2.06675, -0.07345, -0.19798], [2.20455, 3.85613, -2.83279], [2.42916, 3.82970, -0.96413], [1.97930, 5.52512, -0.28842], [4.23761, 3.43496, -0.60818], [0.83735, 2.23091, -0.08920], [1.87064, 2.13223, 2.20759], [0.67232, 1.32863, 3.41031], [3.44214, 1.11828, 2.35436], [2.24117, 3.88365, 2.78028], [2.86874, 4.59962, -3.27944], [1.17458, 4.10749, -3.09479], [2.44060, 2.87794, -3.25472], [2.64708, 6.26330, -0.73761], [2.07895, 5.57541, 0.79214], [0.94927, 5.78026, -0.54631], [4.88275, 4.17914, -1.08603], [4.49921, 2.44954, -0.99452], [4.43954, 3.45379, 0.46369], [0.42380, 0.30873, 3.08165], [-0.26924, 1.88047, 3.47435], [1.15308, 1.32949, 4.39281], [3.25889, 0.07530, 2.10205], [3.76375, 1.16638, 3.39879], [4.25014, 1.49151, 1.72518], [1.33981, 4.49830, 2.76202], [3.00169, 4.35374, 2.15891], [2.61685, 3.84134, 3.80548], [-0.13978, -0.33950, 1.52976]],
  "mulliken_charge": [1.6936, -1.0551, 1.7523, -2.3315, 0.8506, -0.7662, -1.2035, -0.9639, 0.8071, -2.1673, 2.7516, 0.2111, -0.3185, -0.2215, -0.9963, -0.5114, -1.3364, 0.4545, -1.0284, -0.1962, -0.9756, -0.4323, -1.0253, -0.2969, 0.5952, -0.2054, -0.3246, -0.8543, -0.5964, -0.6992, -0.3844, -0.0582, -0.2278, -0.9254, -0.6119, -0.7163, 0.2574, 0.5960, 0.7317, 0.5402, 0.4365, 0.4717, 0.6384, 0.5712, 0.4147, 0.4354, 0.4211, 0.4950, 0.4602, 0.5461, 0.4390, 0.4212, 0.4300, 0.4302, 0.3825, 0.4236, 0.3824, 0.3772, 0.3704, 0.4329, 0.4556, 0.3981, 0.4579, 0.3758, -0.6006, 0.3977, -0.7225, 0.5891, -0.4471, -1.1935, 0.4816, -1.0258, -0.9409, 0.5188, 0.5781, -0.8669, -0.8928, -1.1870, 0.3628, 0.3004, 0.2975, 0.3527, 0.3008, 0.2696, 0.4358, 0.2582, 0.2069, 0.0631, 0.3239, 0.4099, 0.0525, 0.4627, 0.3045, 0.3112, 0.2692, 0.3787, -0.5263]
}


Record 2
{
  "formula": "C41H45BiBr2N6O2P2S",
  "method": "wB97M-V/def2-TZVPD",
  "total_charge": 2,
  "relative_energy_kcal_mol": 0.0,
  "homo_lumo_gap_ev": 7.47,
  "spin_multiplicity": 1,
  "e_lumo_ha": -0.197,
  "e_homo_ha": -0.4719,
  "e_tot_ha": -8511.5830,
  "symbols": ["Bi", "C", "C", "C", "C", "C", "C", "Br", "C", "C", "Br", "C", "O", "C", "N", "H", "H", "H", "H", "H", "H", "N", "P", "C", "C", "C", "C", "C", "C", "C", "C", "C", "C", "C", "C", "P", "C", "C", "C", "C", "C", "C", "C", "C", "C", "C", "C", "C", "H", "H", "H", "H", "H", "H", "H", "H", "H", "H", "H", "H", "H", "H", "H", "H", "H", "H", "H", "H", "H", "C", "N", "C", "N", "S", "H", "H", "H", "H", "H", "H", "C", "N", "C", "C", "O", "N", "C", "C", "H", "H", "H", "H", "H", "H", "H", "H", "H", "H", "H", "H"],
  "positions_angstrom": [[0.84381, 0.04825, 0.76679], [3.63294, 0.23837, -1.31898], [4.07535, 0.32447, 0.10395], [5.43019, 0.48375, 0.45357], [5.78784, 0.59619, 1.76795], [4.80674, 0.54236, 2.78211], [5.06900, 0.64901, 4.17645], [6.82965, 0.88416, 4.79046], [4.04596, 0.58146, 5.07728], [2.71794, 0.39573, 4.64141], [1.33738, 0.30034, 5.91430], [2.41246, 0.27534, 3.31127], [1.16345, 0.06070, 2.86839], [3.47476, 0.36799, 2.37091], [3.15063, 0.26889, 1.04613], [4.48338, 0.25353, -1.99668], [2.98735, 1.08594, -1.56365], [3.06752, -0.68098, -1.47846], [6.17151, 0.52528, -0.33082], [6.82483, 0.72796, 2.04554], [4.24088, 0.66451, 6.13685], [-1.70420, 0.39553, -1.50163], [-0.20538, 0.97006, -2.09671], [-0.13254, 0.27316, -3.75809], [0.93360, -0.55832, -4.08750], [1.02386, -1.11168, -5.35745], [0.04352, -0.83487, -6.29786], [-1.01956, 0.00245, -5.97897], [-1.10349, 0.56288, -4.71755], [-0.42576, 2.75168, -2.36067], [-1.61612, 3.41879, -2.10210], [-1.68550, 4.80013, -2.23989], [-0.56827, 5.51852, -2.63668], [0.62481, 4.85461, -2.90155], [0.69532, 3.48086, -2.75813], [-2.20363, 0.67140, 0.11370], [-3.92160, 1.20720, -0.02770], [-4.92919, 0.34758, -0.46575], [-6.22641, 0.81188, -0.59768], [-6.52871, 2.13045, -0.28061], [-5.53651, 2.98839, 0.16894], [-4.23388, 2.52722, 0.29308], [-2.32950, -1.03166, 0.77003], [-2.24737, -2.16906, -0.03038], [-2.30690, -3.43397, 0.53915], [-2.44477, -3.57326, 1.91208], [-2.50644, -2.44589, 2.72106], [-2.44221, -1.18392, 2.15352], [-2.43710, 0.25142, -2.19016], [1.69835, -0.76874, -3.34949], [1.85798, -1.75014, -5.61550], [0.11188, -1.26118, -7.28952], [-1.77014, 0.22756, -6.72424], [-1.91365, 1.24788, -4.48919], [-2.50068, 2.87382, -1.79998], [-2.62227, 5.31165, -2.05751], [-0.62608, 6.59219, -2.75363], [1.49547, 5.41292, -3.21801], [1.63330, 2.97410, -2.96132], [-4.70716, -0.69045, -0.68550], [-7.00805, 0.14586, -0.93674], [-7.54500, 2.48715, -0.37897], [-5.77729, 4.01221, 0.42124], [-3.44811, 3.19376, 0.62979], [-2.14741, -2.06039, -1.10310], [-2.26439, -4.30954, -0.09700], [-2.51096, -4.55754, 2.35654], [-2.61261, -2.55158, 3.79243], [-2.49509, -0.30890, 2.79480], [-1.69149, 2.93743, 3.68987], [-0.50982, 2.62435, 2.90475], [-0.22432, 3.17497, 1.73753], [-1.01661, 4.10862, 1.22607], [1.20583, 2.75798, 0.85868], [-1.54217, 2.54507, 4.69194], [-2.59263, 2.49546, 3.25710], [-1.81582, 4.01738, 3.77575], [0.11380, 1.88284, 3.21997], [-1.79785, 4.49107, 1.73348], [-0.78496, 4.50135, 0.32809], [2.34829, -3.09206, 2.53224], [1.59398, -3.82010, 1.52541], [0.82727, -4.95434, 2.02250], [1.44623, -3.29610, 0.29505], [1.71618, -2.07253, 0.07554], [1.03082, -4.07273, -0.72772], [0.65796, -3.41981, -1.97373], [1.39465, -5.48207, -0.84780], [2.86365, -3.81119, 3.16858], [1.69314, -2.48108, 3.15980], [3.09116, -2.45963, 2.05301], [0.37169, -4.67012, 2.97227], [1.45737, -5.82955, 2.18585], [0.02983, -5.20363, 1.32999], [0.12744, -2.49158, -1.77644], [-0.00058, -4.08538, -2.53024], [1.53385, -3.20049, -2.58961], [2.13559, -5.74968, -0.09981], [1.83906, -5.63877, -1.83073], [0.53073, -6.14104, -0.75170]],
  "mulliken_charge": [2.6057, -0.9726, 0.5905, -1.0840, -1.1146, 1.2941, -0.1477, -0.1687, -0.2056, -0.0316, -0.1627, 0.1347, -0.6798, -0.5242, 0.7680, 0.5621, 0.0468, -0.0889, 0.5535, 0.4020, 0.4895, 0.0400, 0.0816, 0.0941, 0.1305, -0.7915, -0.5746, -0.7823, -0.6136, 0.9363, -0.4384, -0.8044, -0.5173, -0.6331, -0.7068, -0.6444, 0.5578, -0.6205, -0.8019, -0.5964, -0.8250, 0.2442, 0.2870, 0.0111, -0.7435, -0.6763, -0.7881, -0.5054, 0.4502, 0.3531, 0.4598, 0.4134, 0.4414, 0.4041, 0.4953, 0.4950, 0.4304, 0.4622, 0.2914, 0.3908, 0.4535, 0.4067, 0.4640, 0.2866, 0.4654, 0.4415, 0.5393, 0.4826, 0.3489, -1.2037, 0.0239, 0.8389, -0.2470, -0.3939, 0.3106, 0.3108, 0.5115, 0.0108, 0.2452, 0.0396, -1.2530, 0.3193, -1.2249, 0.2437, -0.4757, 0.3899, -0.9769, -1.2958, 0.4370, 0.4258, 0.3058, 0.4162, 0.3048, 0.3762, -0.1616, 0.5455, 0.4403, 0.3979, 0.4325, 0.3451]
}